[1]
A structure of composition C32H62BeF3O18 in a non-equilibrium geometry. Source: the OMol25 dataset; level of theory: ωB97M-V with the def2-TZVPD basis set.

Last column: Mulliken charge in e.
Atoms and positions in Å:
Be  0.805  2.718  4.151  1.34
C  0.786  0.672  1.057  -0.21
O  0.930  1.356  -0.139  -0.28
O  1.149  1.455  2.101  -0.53
C  -0.545  -0.138  1.142  0.70
F  -0.916  -0.560  -0.063  -0.25
F  -0.419  -1.245  1.888  -0.21
F  -1.514  0.610  1.703  -0.27
C  2.111  1.025  -0.902  1.02
C  1.921  1.844  -2.179  -0.91
H  2.283  1.239  -3.015  0.12
H  0.893  2.050  -2.461  -0.16
H  2.520  2.752  -2.110  0.58
H  2.012  -0.023  -1.191  -0.30
H  3.043  1.268  -0.393  -0.14
H  1.505  -0.177  1.049  0.18
C  -1.432  0.767  -4.353  0.89
C  -2.593  -0.149  -4.748  -0.64
C  -3.725  0.824  -4.975  -0.59
O  -3.461  1.916  -4.102  -0.47
C  -2.063  2.147  -4.164  -0.06
H  -0.700  0.849  -5.161  -0.03
H  -0.904  0.269  -3.539  -0.55
H  -2.868  -0.785  -3.904  0.26
H  -2.362  -0.786  -5.600  0.36
H  -4.689  0.331  -4.838  0.42
H  -3.799  1.193  -6.007  0.28
H  -1.756  2.616  -3.224  -0.06
H  -1.735  2.899  -4.886  0.17
C  -1.442  -5.509  4.417  -0.64
C  -1.135  -4.005  4.416  -0.27
C  0.356  -3.950  4.018  0.17
O  0.559  -5.123  3.241  -0.37
C  -0.681  -5.841  3.138  -0.52
H  -2.511  -5.698  4.349  0.33
H  -0.989  -6.025  5.260  0.30
H  -1.331  -3.605  5.413  0.38
H  -1.662  -3.424  3.658  0.02
H  0.980  -3.935  4.915  0.32
H  0.527  -3.028  3.456  -0.22
H  -0.353  -6.882  3.131  0.36
H  -1.184  -5.621  2.194  0.23
C  1.887  -3.471  0.570  0.00
C  2.119  -3.226  -0.926  0.96
C  3.391  -3.991  -1.288  -0.43
O  4.027  -4.290  -0.060  -0.45
C  2.985  -4.501  0.851  -0.69
H  0.905  -3.762  0.939  0.15
H  2.042  -2.605  1.230  -0.21
H  2.343  -2.172  -1.101  -1.08
H  1.209  -3.525  -1.445  0.54
H  4.035  -3.408  -1.946  0.27
H  3.112  -4.884  -1.861  0.25
H  3.381  -4.589  1.861  0.38
H  2.447  -5.451  0.692  0.30
C  3.065  -1.664  -4.153  -0.23
C  2.643  -3.042  -4.651  -0.29
C  2.053  -2.662  -5.985  -0.82
O  1.293  -1.483  -5.766  -0.43
C  1.920  -0.763  -4.696  0.73
H  3.982  -1.493  -4.720  0.28
H  3.117  -1.578  -3.072  0.08
H  1.935  -3.433  -3.914  0.10
H  3.417  -3.807  -4.724  0.43
H  1.447  -3.477  -6.393  0.35
H  2.744  -2.491  -6.819  0.32
H  1.265  -0.562  -3.842  -0.41
H  2.254  0.215  -5.051  -0.08
C  1.416  3.183  -5.623  -0.74
O  0.677  3.608  -4.490  -0.06
C  1.106  4.513  -3.622  0.72
O  2.083  5.185  -3.817  -0.61
O  0.257  4.508  -2.605  -0.14
C  0.513  5.312  -1.483  -0.76
H  1.482  3.973  -6.369  0.32
H  0.962  2.275  -6.007  0.17
H  2.417  2.964  -5.241  0.34
H  1.562  5.287  -1.175  0.34
H  -0.012  4.937  -0.606  0.24
H  0.236  6.362  -1.584  0.30
C  -2.439  -0.592  4.358  -0.68
O  -3.228  0.392  4.996  -0.28
C  -2.692  1.503  5.480  0.69
O  -1.534  1.862  5.374  -0.52
O  -3.661  2.126  6.108  -0.31
C  -3.299  3.201  7.003  -0.69
H  -2.425  -1.536  4.905  0.32
H  -1.361  -0.400  4.429  0.28
H  -2.674  -0.727  3.309  0.37
H  -3.023  4.174  6.604  0.27
H  -2.506  2.811  7.639  0.35
H  -4.234  3.259  7.554  0.25
C  -3.792  1.362  -0.581  -0.43
O  -5.122  0.943  -0.741  -0.29
C  -6.137  1.566  -0.179  0.76
O  -6.088  2.459  0.628  -0.58
O  -7.249  0.944  -0.566  -0.33
C  -8.504  1.414  -0.098  -0.67
H  -3.081  0.752  -1.130  0.03
H  -3.567  1.442  0.483  0.32
H  -3.709  2.361  -1.022  0.32
H  -8.546  2.486  0.078  0.32
H  -8.748  0.951  0.862  0.28
H  -9.252  1.043  -0.793  0.24
C  4.499  1.437  2.061  -0.32
O  5.076  1.747  3.298  -0.27
C  4.356  2.165  4.320  0.63
O  3.136  2.209  4.368  -0.44
O  5.199  2.533  5.244  -0.31
C  4.710  2.830  6.569  -0.65
H  4.807  2.092  1.241  0.34
H  3.432  1.691  2.089  -0.09
H  4.567  0.422  1.675  0.35
H  3.966  2.104  6.888  0.32
H  4.187  3.788  6.534  0.30
H  5.610  2.907  7.164  0.22

Force components x, y, z for each atom (eV/Å):
0.857 -2.657 -2.372
0.597 -0.468 -0.458
-0.405 -0.176 0.518
0.154 1.105 2.969
-0.114 0.761 -0.011
-0.151 0.334 -0.032
0.261 0.130 0.385
-0.102 -0.122 -0.329
-1.968 0.366 -1.229
1.166 -0.480 -0.342
0.385 0.271 -0.004
-0.149 0.031 0.598
-0.234 0.170 -0.261
0.455 -0.160 0.405
-0.050 -0.147 0.210
0.233 0.059 0.209
0.801 -0.400 -1.016
0.034 0.022 0.041
-0.410 -0.044 -0.952
-0.475 -0.001 -0.089
0.328 0.020 1.570
-0.013 -0.249 -0.039
-0.004 0.718 0.433
0.086 -0.085 -0.040
-0.083 0.031 -0.028
-0.126 0.471 0.752
0.463 0.036 -0.071
-0.204 -0.156 0.159
-0.438 -0.374 -0.602
-0.032 1.009 -1.567
0.502 0.112 0.990
-1.000 0.129 0.538
0.057 0.484 -0.090
0.988 -1.378 0.461
0.028 -0.201 0.083
-0.075 0.085 0.091
0.087 0.380 -0.139
-0.543 -0.364 0.092
0.269 -0.249 -0.175
0.332 -0.161 -0.213
-0.299 -0.088 -0.271
-0.248 0.218 0.156
0.977 0.768 1.374
-0.570 0.865 0.426
-0.552 -0.352 -0.488
0.051 0.190 -0.414
-1.256 -1.224 0.694
-0.069 -0.634 -0.699
0.420 0.370 -0.545
-0.494 0.075 -0.067
0.282 0.074 -0.499
0.280 0.007 0.292
0.217 -0.293 0.300
0.065 0.473 -0.009
0.590 -0.329 -0.282
-0.024 0.092 -1.147
0.014 0.029 0.657
-0.745 -0.997 -0.773
-0.115 0.235 0.639
0.597 -0.408 0.328
0.299 0.648 0.686
0.559 0.056 -0.052
-0.529 -0.164 -0.577
0.304 0.314 -0.056
-0.575 0.298 0.241
0.656 0.161 0.513
-0.628 -0.200 -0.389
0.174 -0.073 -0.139
1.207 0.604 0.701
-1.836 -0.857 0.330
0.790 0.035 -1.590
0.066 0.287 0.889
-0.570 -0.125 0.237
0.877 0.685 1.275
-0.085 -0.077 -0.063
-0.233 0.129 0.035
0.144 -0.089 -0.480
0.128 -0.018 -0.451
-0.423 -0.389 -0.438
-0.089 -0.076 -0.528
2.023 -0.739 0.179
0.035 0.041 0.017
-0.866 -0.822 -0.488
1.175 0.537 -0.139
0.613 0.777 -0.392
-0.533 -0.900 0.847
-1.122 0.051 0.019
-0.163 0.791 -0.260
-0.467 0.122 0.161
-0.082 -0.275 -0.687
-0.001 0.291 0.148
0.278 0.532 0.335
0.078 1.914 0.426
-0.185 -1.410 -1.160
-0.275 -0.072 1.051
0.258 0.314 -0.184
0.100 -0.077 -0.627
-0.389 -0.285 0.878
-0.469 -0.567 0.091
0.229 -0.151 -0.074
0.139 0.029 0.151
0.163 0.066 -0.449
0.250 -0.064 0.046
0.092 0.325 -0.251
-2.534 0.859 -1.732
0.695 -0.210 0.311
1.034 0.007 -0.826
-2.074 0.439 0.331
-0.233 -0.250 0.475
-0.562 0.640 -0.597
0.936 0.118 0.502
-0.019 -0.436 0.251
0.549 -0.251 0.872
0.424 -0.342 0.165
0.231 0.128 0.080
-0.193 -0.199 0.269

Results
Charge ... +1
DFT total energy ... -2924.6225 hartree

---

[2]
A cluster of 4 separate species, C32H62F8N5O8 in total in a non-equilibrium geometry. Source: the OMol25 dataset; level of theory: ωB97M-V with the def2-TZVPD basis set.

Last column: Mulliken charge in e.
Atoms and positions in Å:
C  2.337  -2.468  0.841  -1.05
C  3.179  -2.532  -0.586  0.92
O  4.242  -3.551  -0.570  -0.44
C  2.147  -2.672  -1.890  -0.82
C  1.809  -1.139  -2.362  0.21
C  2.617  -0.477  -3.669  -0.34
C  2.180  1.108  -3.977  -0.29
N  1.152  1.877  -3.220  -0.89
N  0.543  1.253  -2.175  0.97
C  -0.507  2.115  -1.434  -0.55
C  -1.891  1.192  -1.384  -0.25
O  -3.099  2.049  -1.317  -0.36
C  -4.176  1.337  -0.598  -0.61
C  -5.665  1.566  -1.271  0.80
F  -6.669  2.120  -0.329  -0.28
F  -5.474  2.593  -2.358  -0.31
C  -6.289  0.240  -2.006  0.31
F  -7.467  0.697  -2.831  -0.27
F  -5.260  -0.313  -2.962  -0.27
C  -6.888  -0.898  -0.974  0.75
F  -8.346  -0.653  -0.669  -0.26
F  -6.187  -0.956  0.331  -0.26
C  -6.748  -2.370  -1.695  0.13
F  -5.365  -2.955  -1.545  -0.26
F  -7.686  -3.317  -1.013  -0.26
C  0.716  -0.129  -1.598  0.12
H  1.629  -3.395  0.927  0.43
H  1.667  -1.498  0.853  0.03
H  3.119  -2.413  1.735  0.38
H  3.706  -1.471  -0.690  -0.36
H  4.125  -4.157  0.228  0.35
H  1.148  -3.203  -1.557  0.29
H  2.681  -3.281  -2.766  0.30
H  3.412  -1.051  -4.308  0.36
H  2.752  1.631  -4.873  0.34
H  -0.139  2.464  -0.380  0.24
H  -0.791  3.046  -2.126  0.35
H  -1.980  0.498  -2.334  0.30
H  -1.823  0.558  -0.391  0.38
H  -3.963  0.185  -0.635  0.33
H  -4.254  1.624  0.548  0.28
H  -7.082  -2.371  -2.839  0.28
H  0.154  -0.558  -0.657  0.22
C  5.569  2.081  4.958  -0.70
O  4.620  2.908  4.297  -0.33
C  5.215  3.860  3.409  -0.83
C  4.925  3.491  1.943  -0.09
N  5.653  2.285  1.541  -0.28
C  5.200  1.709  0.270  -1.12
C  3.735  1.235  0.180  0.18
O  3.439  0.091  0.980  -0.23
C  3.176  0.378  2.347  -0.75
H  5.052  1.535  5.752  0.23
H  5.993  1.348  4.266  0.29
H  6.368  2.674  5.409  0.34
H  6.293  3.981  3.589  0.39
H  4.737  4.822  3.620  0.41
H  5.220  4.323  1.296  0.41
H  3.844  3.351  1.850  0.10
H  5.545  1.577  2.261  0.06
H  5.845  0.846  0.073  0.41
H  5.391  2.435  -0.530  0.44
H  3.563  0.921  -0.857  -0.14
H  3.015  2.040  0.367  0.32
H  2.673  1.340  2.484  0.34
H  4.103  0.341  2.920  0.08
H  2.525  -0.407  2.741  0.50
C  -7.121  5.165  3.544  -0.67
O  -6.840  5.872  2.343  -0.37
C  -7.183  5.145  1.159  -0.69
C  -8.402  5.779  0.466  -0.20
N  -9.626  5.578  1.247  -0.35
C  -10.757  6.400  0.806  -0.69
C  -10.595  7.933  0.866  -0.46
O  -10.527  8.463  2.190  -0.43
C  -9.242  8.386  2.791  -0.51
H  -6.648  5.698  4.373  0.25
H  -8.196  5.133  3.732  0.30
H  -6.718  4.149  3.510  0.29
H  -7.343  4.075  1.359  0.37
H  -6.325  5.228  0.484  0.35
H  -8.528  5.329  -0.525  0.40
H  -8.186  6.842  0.335  0.16
H  -9.438  5.799  2.220  0.07
H  -11.607  6.127  1.443  0.37
H  -11.024  6.109  -0.217  0.39
H  -11.499  8.368  0.422  0.35
H  -9.762  8.298  0.256  0.34
H  -8.432  8.504  2.066  0.27
H  -9.141  7.445  3.334  0.15
H  -9.162  9.190  3.528  0.31
C  7.708  -7.656  1.144  -0.76
O  6.759  -6.828  0.483  -0.30
C  7.354  -5.876  -0.405  -0.82
C  7.064  -6.245  -1.871  -0.13
N  7.792  -7.451  -2.273  -0.33
C  7.339  -8.027  -3.544  -0.66
C  5.874  -8.501  -3.634  -0.43
O  5.579  -9.645  -2.834  -0.42
C  5.315  -9.358  -1.467  -0.48
H  7.191  -8.201  1.938  0.24
H  8.132  -8.388  0.452  0.31
H  8.507  -7.062  1.595  0.33
H  8.432  -5.755  -0.225  0.42
H  6.876  -4.914  -0.194  0.36
H  7.359  -5.413  -2.518  0.40
H  5.983  -6.385  -1.964  0.09
H  7.684  -8.159  -1.553  0.09
H  7.984  -8.891  -3.742  0.36
H  7.530  -7.302  -4.345  0.37
H  5.702  -8.815  -4.671  0.35
H  5.154  -7.697  -3.447  0.30
H  4.812  -8.396  -1.330  0.23
H  6.242  -9.395  -0.894  0.15
H  4.664  -10.143  -1.074  0.32

Force components x, y, z for each atom (eV/Å):
0.210 -0.096 -0.681
-0.060 1.208 0.927
-1.932 0.236 1.092
-0.012 0.611 0.328
0.019 3.143 -2.026
-4.046 2.781 3.416
-0.647 -2.604 2.054
3.032 -4.338 -0.999
0.370 -2.845 1.884
-1.966 0.583 -1.107
0.101 -0.202 0.780
0.219 -1.854 1.058
-0.542 -0.957 0.729
0.079 2.528 -1.293
3.104 -1.949 -2.819
-0.901 -3.043 3.180
-1.354 1.448 -1.807
3.922 -1.698 2.455
-3.269 1.508 3.228
-1.119 -1.327 1.584
5.121 -0.616 -1.186
-1.870 0.657 -3.970
-0.711 -2.601 0.644
-4.170 2.158 -0.336
2.996 2.890 -1.787
3.516 -0.251 -4.025
1.460 1.576 -0.053
1.470 -1.978 0.027
-1.839 -0.163 -1.995
-0.953 -2.427 0.177
0.017 1.230 -1.579
2.016 1.030 -0.809
-1.273 1.559 1.916
-1.721 1.229 1.405
-1.699 -0.851 2.223
-0.574 -0.869 -2.159
1.064 -2.079 1.570
0.378 1.355 1.872
-0.233 1.017 -2.047
-0.550 2.093 0.009
0.205 -0.256 -2.436
1.072 0.074 2.635
1.017 1.533 -2.150
-0.344 0.000 0.070
0.505 0.037 -0.073
-0.436 0.045 -0.389
0.429 -0.197 0.534
-0.397 -0.052 -0.149
0.028 -0.057 0.354
0.413 -0.163 -0.236
-0.112 0.783 -0.143
0.033 -0.268 0.101
-0.016 0.148 -0.135
0.243 -0.039 0.036
0.027 -0.054 -0.054
-0.201 -0.218 -0.059
0.057 -0.047 -0.042
0.002 -0.065 0.022
-0.175 0.202 0.054
0.109 0.205 -0.088
-0.140 0.044 -0.074
-0.111 -0.018 0.071
0.046 -0.062 0.004
0.034 0.040 0.229
0.172 -0.001 -0.018
-0.099 0.199 0.170
0.016 0.058 -0.109
0.100 0.403 -0.075
-0.078 -0.577 0.098
-0.240 0.492 -0.363
0.105 -0.352 0.618
0.170 0.164 -0.090
0.101 0.103 0.247
-0.505 -0.141 0.092
0.323 -0.109 -0.450
-0.344 0.186 0.189
-0.026 0.001 -0.192
-0.035 -0.214 0.088
-0.066 -0.051 0.001
-0.110 0.252 0.122
-0.037 -0.017 -0.011
-0.014 0.008 0.045
0.202 0.052 -0.149
-0.001 -0.066 -0.221
0.045 0.114 -0.116
0.084 0.083 0.048
0.075 -0.052 0.118
0.143 -0.077 0.131
-0.059 -0.126 0.007
0.276 -0.072 -0.014
-0.102 -0.014 -0.125
-0.336 -0.056 0.034
0.485 0.121 0.037
-0.419 0.012 -0.478
0.415 -0.320 0.542
-0.278 0.110 0.011
-0.074 -0.159 0.244
0.341 -0.346 -0.300
-0.111 0.592 -0.039
0.000 -0.426 -0.157
-0.018 0.134 -0.143
0.212 -0.012 0.058
0.039 -0.033 -0.050
-0.187 -0.228 -0.044
0.040 0.000 -0.049
0.006 -0.042 0.015
-0.166 0.209 0.045
0.050 0.195 -0.121
-0.147 0.079 -0.062
-0.092 -0.015 0.073
0.043 -0.037 0.136
0.032 0.021 0.217
0.139 0.020 -0.023
-0.045 0.195 0.208
0.030 0.039 -0.154

Results
Charge ... +1
DFT total energy ... -2930.1966 hartree

---

> The lowest DFT total energy belongs to which entry?

C32H62F8N5O8

---

> What is the DFT total energy in the first record?

-2924.6225 hartree